Record 1
15
Properties=species:S:1:pos:R:3:forces:R:3 method="wB97M-V/def2-TZVPD" gap_ev="4.102 / 4.102" spin_multiplicity=1 total_charge=0
C -1.021 -0.775 0.126 -1.18 3.45 0.32
C 0.145 -0.860 -0.521 0.61 -1.67 0.04
C 1.440 -0.434 0.129 -0.14 0.47 -0.18
C 2.590 -0.331 -0.821 -0.39 0.04 -0.40
O 2.472 -0.249 -2.034 0.36 0.25 0.22
Rb 0.655 0.072 -4.204 0.06 -0.31 0.90
H -1.902 -1.339 -0.208 0.09 0.44 -0.17
H 1.768 -1.154 0.906 -0.29 0.03 -0.32
H 1.443 0.520 0.695 0.07 0.23 -0.08
H 3.607 -0.337 -0.380 -0.05 0.02 -0.05
C -2.609 1.149 1.073 -0.12 -0.97 -0.27
H -3.325 1.059 0.249 0.16 -0.21 0.22
H -3.025 1.569 1.993 0.59 0.63 -0.40
C -1.445 0.478 1.063 0.34 -2.39 0.36
H -0.793 0.632 1.934 -0.14 0.01 -0.19



Record 2
14
Properties=species:S:1:pos:R:3:forces:R:3 method="wB97M-V/def2-TZVPD" gap_ev="5.071 / 7.059" spin_multiplicity=2 total_charge=-1
C -0.020 -0.713 -1.171 0.61 -0.79 0.69
C -0.108 -0.494 -2.523 -0.38 0.67 -0.13
C -0.841 1.281 -0.006 -0.53 1.25 0.82
C -0.365 -0.016 0.052 1.03 -0.34 -1.75
C 0.395 -0.489 1.192 -0.75 -0.61 1.12
C 0.276 -0.163 2.502 0.68 0.83 -0.20
H 0.585 -1.605 -0.942 0.45 0.44 0.03
H 0.819 -0.592 -3.093 -0.43 -0.90 -0.21
H -0.900 0.059 -3.024 0.21 0.52 0.32
H -0.682 1.946 0.842 -0.14 -0.23 0.14
H -1.044 1.848 -0.908 -0.08 -0.56 -0.29
H 1.154 -1.263 1.052 -0.18 0.12 -0.59
H 1.114 -0.418 3.151 -0.33 -0.27 0.15
H -0.381 0.618 2.875 -0.16 -0.12 -0.12



Record 3
14
Properties=species:S:1:pos:R:3:forces:R:3 method="wB97M-V/def2-TZVPD" gap_ev=10.561 spin_multiplicity=1 total_charge=0
C -1.321 -1.321 1.280 -0.13 -0.08 -0.02
C -1.374 -0.974 0.027 0.14 0.10 0.15
C -1.208 -0.404 -1.134 0.24 0.03 0.43
C 0.021 0.550 -1.156 0.01 0.04 -0.05
C 1.097 0.210 -0.145 0.21 0.19 -0.13
C 1.663 1.090 0.680 -0.06 -0.06 -0.15
H -1.715 -0.635 2.022 -0.14 -0.25 0.08
H -0.856 -2.248 1.595 -0.04 0.07 0.05
H -1.974 -0.603 -1.900 0.79 0.59 0.02
H -0.279 1.595 -0.977 -0.20 -0.31 -0.11
H 0.587 0.573 -2.098 -0.56 -0.23 -0.16
H 1.520 -0.791 -0.234 -0.01 0.17 -0.02
H 2.604 0.885 1.186 -0.35 -0.18 0.15
H 1.234 2.075 0.852 0.09 -0.07 -0.24



Record 4
14
Properties=species:S:1:pos:R:3:forces:R:3 method="wB97M-V/def2-TZVPD" gap_ev=9.786 spin_multiplicity=1 total_charge=0
C 1.808 0.380 0.290 0.00 -0.04 -0.01
C 0.353 0.709 0.036 0.02 0.08 0.14
C -0.340 0.279 -1.267 -0.06 -0.02 -0.16
C -0.636 -0.403 0.011 0.36 0.09 -0.26
C -0.693 -1.814 0.431 -0.27 0.36 0.14
C -1.745 -1.155 0.955 -0.12 -0.42 -0.06
H 2.047 -0.621 -0.082 -0.06 0.15 0.05
H 2.034 0.401 1.361 -0.05 0.00 -0.15
H 2.462 1.103 -0.211 -0.12 -0.10 0.07
H 0.031 1.683 0.405 0.01 -0.17 -0.06
H 0.221 -0.289 -2.007 -0.07 0.07 0.15
H -1.063 0.977 -1.682 0.11 -0.12 0.10
H -1.663 0.080 0.780 0.11 0.07 0.01
H -2.816 -1.329 0.980 0.15 0.05 0.04



Record 5
14
Properties=species:S:1:pos:R:3:forces:R:3 method="wB97M-V/def2-TZVPD" gap_ev=9.535 spin_multiplicity=1 total_charge=0
C -1.309 -0.334 -0.370 -0.05 0.05 -0.27
C -0.180 0.650 -0.723 -0.03 0.54 -0.25
C 0.266 1.167 0.660 -0.16 0.29 0.25
C 0.747 -0.269 0.957 0.37 0.11 0.13
C -0.230 -1.206 0.282 0.44 0.09 -0.82
C 0.884 -0.435 -0.502 0.46 0.24 -0.36
H -1.756 -0.879 -1.202 0.09 0.24 -0.20
H -2.117 0.098 0.243 0.31 -0.37 -0.01
H -0.240 1.269 -1.612 -0.02 0.36 0.20
H 1.152 1.799 0.544 -0.22 0.01 0.16
H -0.483 1.649 1.293 -0.02 -0.02 0.10
H 1.431 -0.586 1.735 -0.09 0.11 -0.09
H 0.107 -2.066 -0.277 -0.77 -1.60 1.44
H 1.728 -0.857 -1.028 -0.31 -0.06 -0.28



Record 6
14
Properties=species:S:1:pos:R:3:forces:R:3 method="wB97M-V/def2-TZVPD" gap_ev=10.059 spin_multiplicity=1 total_charge=0
C -1.944 0.931 -0.730 2.85 2.28 -2.03
C -1.624 0.128 0.205 -0.83 -0.95 -0.08
C -1.502 -0.761 1.119 -0.32 1.66 0.49
H -1.112 1.555 -1.236 -1.53 -0.98 0.88
H -2.898 0.972 -1.155 -1.37 0.13 -0.37
H -1.575 -0.383 2.095 -0.08 -0.03 1.49
H -1.241 -1.730 0.928 0.62 -2.39 -0.39
C 0.992 1.276 0.524 -0.03 -0.19 -0.42
C 1.392 0.233 0.090 0.95 0.99 -0.08
C 2.120 -0.869 -0.485 1.96 -0.79 -0.18
H 0.460 2.171 0.697 -0.07 0.30 0.44
H 1.441 -1.543 -0.963 -0.64 -0.99 0.33
H 2.776 -1.391 0.343 -1.20 0.86 -1.95
H 2.715 -0.589 -1.432 -0.32 0.09 1.88